Entry 1:
Here is a structure of composition C22H42CrNP3Se at a distorted geometry from the OMol25 dataset. Energies are from ωB97M-V/def2-TZVPD.

Molar mass: 544.5 g mol⁻¹
Largest force on an atom: 0.040 Eh/bohr
HOMO-LUMO gap (spin up / spin down): 0.1551 / 0.1893 Eh
HOMO energy (spin up / spin down): -15.583 / -15.583 eV
Total energy: -146592.7144 eV
Net charge: +3
2S+1: 4

```
70
C22H42CrNP3Se ωB97M-V/def2-TZVPD
Cr -0.034 0.127 -0.093
P 1.065 -1.282 1.385
P 1.685 1.759 0.043
P -1.559 -1.567 -0.749
H -0.239 3.071 -7.417
C -1.326 2.932 -7.438
C -2.005 3.324 -6.320
H -1.536 4.013 -5.578
C 2.398 -2.266 0.590
C 1.931 -0.455 2.756
C 0.099 -2.541 2.268
C 1.481 2.953 -1.302
C 1.604 2.801 1.543
C 3.425 1.213 -0.040
C -2.517 -1.000 -2.177
C -2.850 -1.907 0.502
C -0.901 -3.205 -1.184
H -1.710 2.456 -8.354
H -3.041 3.029 -6.133
H 2.885 -2.863 1.367
H 3.124 -1.601 0.113
H 1.966 -2.915 -0.179
H 2.358 -1.244 3.387
H 1.225 0.131 3.353
H 2.727 0.207 2.405
H 0.760 -2.993 3.015
H -0.274 -3.315 1.596
H -0.749 -2.083 2.782
H 2.327 3.661 -1.311
H 0.547 3.515 -1.145
H 1.423 2.436 -2.270
H 2.445 3.508 1.535
H 1.651 2.193 2.452
H 0.657 3.355 1.541
H 4.070 2.105 -0.004
H 3.600 0.667 -0.979
H 3.696 0.549 0.792
H -3.227 -1.779 -2.485
H -1.852 -0.754 -3.011
H -3.074 -0.098 -1.899
H -3.621 -2.545 0.051
H -3.302 -0.963 0.825
H -2.431 -2.408 1.379
H -1.724 -3.834 -1.551
H -0.439 -3.702 -0.324
H -0.136 -3.099 -1.966
C 1.251 -0.571 -4.254
C 0.384 0.510 -4.390
C 0.017 0.923 -5.657
C 0.425 0.274 -6.817
C 1.308 -0.821 -6.693
C 1.711 -1.223 -5.417
Se 1.850 -1.079 -2.514
H 0.763 -0.122 -1.849
H 0.006 1.089 -3.554
H -0.598 1.811 -5.683
H 0.062 0.652 -7.780
H 1.690 -1.347 -7.568
H 2.416 -2.033 -5.245
C -3.201 2.652 2.596
C -2.457 1.641 3.183
C -1.544 0.927 2.412
N -1.393 1.177 1.101
C -2.096 2.165 0.507
C -2.992 2.935 1.242
H -3.919 3.232 3.175
H -2.568 1.403 4.231
H -0.899 0.144 2.807
H -1.884 2.299 -0.553
H -3.522 3.755 0.770
```

---

Entry 2:
Here is a cluster of 5 separate species, C22H42IO20PS3 in total at a distorted geometry from the OMol25 dataset. Energies are from ωB97M-V/def2-TZVPD.

Molar mass: 880.6 g mol⁻¹
Largest force on an atom: 0.178 Eh/bohr
SMILES string: O=C(O)CC[C@@]1(C[SH](=O)=O)OS(=O)(=O)O[C@@]1(I)[PH2]=S.CCOC(=O)OC.CCOC(=O)OC.CCOC(=O)OC.CCOC(=O)OC
HOMO-LUMO gap: 0.3016 Eh
HOMO energy: -9.791 eV
Total energy: -114331.1369 eV
Net charge: 0

```
89
C22H42IO20PS3 ωB97M-V/def2-TZVPD
O 8.195 0.470 -1.576
C 7.093 1.075 -2.101
O 7.156 1.356 -3.567
C 5.742 1.427 -1.182
C 4.495 0.409 -1.492
C 3.106 0.741 -0.687
C 2.236 -0.630 -0.893
S 0.796 -0.496 -2.081
O -0.504 -0.694 -1.206
O 0.734 -1.619 -3.159
O 3.549 0.606 0.738
S 3.582 2.139 1.496
O 2.701 2.336 2.753
O 5.019 2.573 1.976
O 3.263 3.050 0.079
C 2.398 2.212 -0.816
I 0.421 2.554 0.106
P 2.537 3.136 -2.526
S 2.171 5.071 -2.338
H 8.004 1.865 -3.741
H 5.452 2.551 -1.362
H 6.107 1.305 -0.053
H 4.871 -0.680 -1.178
H 4.289 0.408 -2.644
H 1.825 -0.932 0.181
H 2.881 -1.567 -1.252
H 0.661 0.814 -2.640
H 3.874 2.930 -3.094
H 1.582 2.606 -3.483
C -1.778 -3.276 -3.218
C -2.140 -4.696 -3.618
O -3.562 -4.883 -3.637
C -4.218 -4.333 -4.691
O -3.703 -3.707 -5.605
O -5.540 -4.571 -4.540
C -6.353 -3.945 -5.528
H -2.243 -3.015 -2.262
H -0.694 -3.162 -3.131
H -2.139 -2.549 -3.953
H -1.741 -5.391 -2.873
H -1.702 -4.972 -4.583
H -6.033 -4.216 -6.539
H -6.329 -2.858 -5.394
H -7.382 -4.287 -5.389
C -5.500 -1.337 -1.669
C -4.265 -0.452 -1.661
O -4.610 0.920 -1.424
C -4.944 1.234 -0.146
O -4.970 0.460 0.797
O -5.272 2.546 -0.103
C -5.750 2.976 1.168
H -6.234 -0.965 -2.390
H -5.237 -2.366 -1.926
H -5.993 -1.345 -0.692
H -3.789 -0.491 -2.645
H -3.523 -0.794 -0.930
H -5.039 2.738 1.964
H -6.725 2.521 1.370
H -5.877 4.062 1.133
C 1.100 -7.230 0.991
C 2.335 -6.346 0.998
O 1.990 -4.973 1.235
C 1.656 -4.659 2.513
O 1.630 -5.434 3.457
O 1.328 -3.347 2.556
C 0.850 -2.917 3.827
H 0.366 -6.858 0.269
H 1.363 -8.259 0.734
H 0.607 -7.238 1.968
H 2.811 -6.384 0.014
H 3.077 -6.687 1.729
H 1.561 -3.155 4.623
H -0.125 -3.372 4.029
H 0.723 -1.831 3.792
C 1.800 4.312 4.817
C 0.530 4.658 4.059
O -0.324 5.508 4.838
C 0.065 6.804 4.942
O 1.061 7.294 4.434
O -0.823 7.452 5.730
C -0.463 8.802 6.009
H 1.559 3.874 5.791
H 2.408 3.604 4.248
H 2.405 5.202 5.012
H -0.034 3.741 3.863
H 0.747 5.117 3.088
H -0.290 9.368 5.089
H 0.424 8.824 6.650
H -1.291 9.269 6.550
```

---

Entry 3:
Here is a structure of composition C22H42O3PtSSbSe4Si at a distorted geometry from the OMol25 dataset. Energies are from ωB97M-V/def2-TZVPD.

Molar mass: 1047.4 g mol⁻¹
Largest force on an atom: 0.055 Eh/bohr
HOMO-LUMO gap (spin up / spin down): 0.2535 / 0.1918 Eh
HOMO energy (spin up / spin down): -4.803 / -5.004 eV
Total energy: -319526.6809 eV
Net charge: -1
2S+1: 5

```
75
C22H42O3PtSSbSe4Si ωB97M-V/def2-TZVPD
Pt -9.185 -11.689 7.272
C -10.523 -12.061 10.904
C -11.324 -12.417 9.815
C -11.127 -13.751 9.557
C -10.084 -14.265 10.497
C -9.788 -13.234 11.352
C -8.879 -13.208 12.514
C -9.509 -15.618 10.472
C -12.009 -14.567 8.679
C -12.390 -11.511 9.278
C -10.455 -10.755 11.595
H -9.224 -12.709 13.444
H -7.855 -12.735 12.251
H -8.534 -14.188 12.792
H -10.271 -16.358 10.362
H -8.953 -15.841 11.377
H -8.824 -15.774 9.658
H -12.868 -14.939 9.222
H -11.439 -15.505 8.464
H -12.351 -14.003 7.827
H -13.379 -11.644 9.783
H -12.536 -11.588 8.241
H -12.008 -10.521 9.456
H -9.410 -10.495 11.811
H -11.042 -10.838 12.532
H -10.848 -9.910 11.051
Se -6.241 -15.984 8.354
Sb -6.573 -13.955 7.224
Se -8.961 -13.807 6.284
Se -7.323 -11.997 8.831
Se -5.165 -13.123 5.489
C -6.606 -6.765 10.236
C -6.625 -8.264 9.882
C -6.761 -9.130 11.184
C -5.304 -8.626 9.219
O -7.754 -8.531 9.068
Si -8.462 -8.086 7.666
S -9.818 -9.497 7.066
O -9.412 -6.799 8.103
C -10.019 -5.656 7.401
C -10.249 -5.909 5.909
C -9.085 -4.565 7.730
C -11.383 -5.341 8.069
O -7.338 -7.589 6.582
C -6.609 -7.952 5.461
C -7.510 -8.560 4.364
C -5.995 -6.631 4.909
C -5.610 -9.057 5.783
H -5.897 -6.732 11.052
H -7.551 -6.444 10.617
H -6.327 -6.176 9.375
H -5.832 -9.053 11.789
H -6.991 -10.172 10.980
H -7.573 -8.755 11.830
H -4.510 -8.460 9.958
H -5.245 -8.032 8.277
H -5.323 -9.678 9.036
H -9.320 -5.889 5.354
H -10.795 -5.074 5.446
H -10.766 -6.811 5.779
H -8.079 -5.072 7.899
H -9.468 -4.063 8.616
H -8.941 -3.757 7.000
H -12.196 -5.958 7.784
H -11.762 -4.347 7.809
H -11.163 -5.376 9.129
H -8.359 -7.868 4.016
H -8.032 -9.443 4.684
H -6.916 -8.735 3.480
H -6.699 -5.993 4.439
H -5.133 -6.864 4.211
H -5.545 -6.127 5.729
H -6.170 -9.939 6.017
H -4.906 -8.728 6.582
H -4.996 -9.291 4.933
```